{
  "formula": "C2HO4S2",
  "method": "ωB97M-V/def2-TZVPD",
  "symbols": ["S", "C", "O", "O", "H", "C", "O", "O", "S"],
  "positions_angstrom": [[0.719678, 2.616439, 1.655863], [0.038727, 1.256217, 0.694162], [0.018406, -1.029814, 0.305503], [0.499290, -0.152595, 2.398000], [0.139829, -0.545517, -0.486293], [0.226156, -0.086614, 1.194182], [1.786766, 3.226422, 0.879088], [-0.230024, 3.522679, 2.187561], [0.622744, 0.998259, -1.711165]],
  "forces_ev_per_angstrom": [[1.80, -1.15, -1.97], [1.20, 1.13, -3.60], [-0.04, -2.14, 3.45], [-0.23, -1.70, -0.93], [0.15, 1.04, -3.39], [-0.13, 1.42, 2.24], [0.04, -0.30, 0.20], [-2.03, 1.01, 1.15], [-0.77, 0.69, 2.84]],
  "multiplicity": 1,
  "total_charge": -1,
  "homo_lumo_gap_ev": [6.13, 6.27],
  "e_above_lowest_kj_mol": 279.6,
  "energy_ha": -1174.046283
}